1.
A structure of composition C42H62AsBaN3SSi2 at a distorted geometry. Source: the OMol25 dataset; level of theory: ωB97M-V/def2-TZVPD.

Calculated values
Lowest unoccupied orbital energy = 3.64 eV
Relative energy (zero: lowest compared OMol25 entry of this formula, charge and spin) = 39.1 kcal/mol
E_HOMO = -0.9 eV
Net charge = -2

Element x y z (Å)
1 Ba 0.64 -0.17 -0.08
2 As -1.87 2.17 -2.97
3 S -2.20 -3.61 -3.83
4 Si 2.54 -2.35 2.00
5 Si 2.46 2.35 -1.99
6 N -1.76 -2.14 -1.74
7 N 2.68 -0.91 1.13
8 N 2.73 1.22 -0.77
9 C -3.12 -2.22 -1.88
10 C -4.06 -1.62 -1.03
11 C -6.46 -1.04 -0.42
12 C -3.03 2.50 1.70
13 C -2.04 1.74 2.54
14 C -5.41 -1.73 -1.29
15 C 3.08 -2.30 3.84
16 C 3.08 -2.98 -3.05
17 C 1.24 1.27 4.27
18 C 2.29 -3.85 -3.80
19 C -0.93 -1.05 4.77
20 C -3.57 -2.97 -2.98
21 C 0.91 -3.78 -3.68
22 C 6.34 -0.27 0.85
23 C -1.93 0.79 -4.36
24 C 3.90 0.73 -0.23
25 C 0.73 -2.90 2.07
26 C -5.83 -0.23 0.71
27 C 6.37 0.75 -0.09
28 C -2.81 3.57 -4.03
29 C -2.27 0.51 3.20
30 C 1.66 1.56 -3.54
31 C 5.17 1.23 -0.60
32 C 5.11 -0.78 1.24
33 C 3.88 -0.34 0.74
34 C -0.04 3.43 2.43
35 C -7.39 -2.10 0.20
36 C -0.15 1.19 3.71
37 C 1.10 -1.97 -2.01
38 C -0.72 2.15 2.85
39 C 0.33 -2.86 -2.78
40 C 2.48 -2.07 -2.19
41 C -1.11 -2.79 -2.65
42 C 1.20 3.65 -1.38
43 C -3.47 1.56 -2.00
44 C 3.46 -3.83 1.21
45 C -5.83 -2.47 -2.41
46 C -1.10 0.17 3.92
47 C -4.92 -3.11 -3.24
48 C -3.53 -0.32 3.14
49 C -7.29 -0.08 -1.29
50 C 3.83 3.43 -2.79
51 H -1.21 1.00 -5.15
52 H 3.21 -4.78 1.70
53 H -5.19 0.56 0.32
54 H -3.04 2.16 0.65
55 H -1.59 -1.86 4.44
56 H 5.19 2.03 -1.32
57 H 2.68 -1.40 4.31
58 H -6.88 -2.57 -2.63
59 H 0.65 4.07 -2.23
60 H -6.63 0.63 -1.80
61 H -8.17 -1.62 0.80
62 H 7.26 -0.66 1.27
63 H -1.16 -0.86 5.83
64 H -3.16 0.82 -1.27
65 H -7.99 0.49 -0.67
66 H 0.48 3.21 -0.70
67 H 1.09 2.31 -4.09
68 H -3.05 4.42 -3.39
69 H -3.74 3.18 -4.46
70 H 0.62 -3.75 2.75
71 H -4.19 1.10 -2.68
72 H 4.16 -2.28 3.96
73 H -3.34 -1.29 2.67
74 H 4.54 -3.71 1.24
75 H 5.09 -1.57 1.99
76 H -2.17 3.92 -4.84
77 H 7.31 1.18 -0.42
78 H -7.87 -2.71 -0.57
79 H 0.37 -3.24 1.09
80 H 4.34 4.04 -2.04
81 H 2.70 -3.16 4.40
82 H -3.94 2.39 -1.48
83 H -4.31 0.19 2.57
84 H 1.99 0.87 3.58
85 H 4.16 -3.02 -3.13
86 H -4.05 2.38 2.08
87 H -3.92 -0.52 4.15
88 H 1.32 0.71 5.21
89 H -6.81 -2.76 0.85
90 H -2.81 3.57 1.70
91 H 0.98 0.75 -3.26
92 H 1.70 4.48 -0.86
93 H 0.10 -1.43 4.72
94 H 3.39 4.11 -3.53
95 H 1.51 2.31 4.49
96 H 2.74 -4.57 -4.47
97 H 4.58 2.82 -3.30
98 H -2.93 0.71 -4.79
99 H -6.62 0.23 1.32
100 H -1.66 -0.17 -3.91
101 H 2.41 1.13 -4.21
102 H -0.61 3.96 1.66
103 H 0.29 -4.44 -4.26
104 H -3.67 -1.07 -0.18
105 H 3.16 -3.91 0.16
106 H 0.96 3.23 2.03
107 H 0.09 4.11 3.28
108 H -5.26 -3.69 -4.09
109 H -5.23 -0.87 1.37
110 H 3.13 -1.39 -1.64
111 H -7.86 -0.61 -2.05
112 H 0.08 -2.10 2.43

Atomic partial charges in e from the Mulliken method, atoms 1 to 5: Ba 1.0788; As 0.6581; S -0.4973; Si 0.0005; Si -0.3906

2.
A structure of composition C5H8O at a distorted geometry. Source: the OMol25 dataset; level of theory: ωB97M-V/def2-TZVPD.

Calculated values
Lowest unoccupied orbital energy = 0.99 eV
Relative energy (zero: lowest compared OMol25 entry of this formula, charge and spin) = 63.5 kcal/mol
E_HOMO = -8.0 eV

Element x y z (Å)
1 O -1.15 1.51 -0.12
2 C 0.25 -0.63 0.29
3 C -0.64 -0.54 -0.94
4 C -0.65 0.21 1.12
5 C 1.67 -0.07 0.13
6 C -1.13 0.69 -1.16
7 H -1.51 -0.36 1.50
8 H 0.29 -1.69 0.58
9 H 2.21 -0.58 -0.67
10 H 2.26 -0.17 1.06
11 H -0.30 1.01 1.74
12 H -1.45 1.03 -2.15
13 H -0.87 -1.40 -1.53
14 H 1.62 0.99 -0.11

Atomic partial charges in e from the natural (NBO) method, atoms 1 to 5: O -0.5647; C -0.3230; C -0.3872; C -0.0143; C -0.6044

3.
An isolated molecule of C21H27ClN6O at a distorted geometry. Source: the OMol25 dataset; level of theory: ωB97M-V/def2-TZVPD.

Calculated values
Lowest unoccupied orbital energy = 0.70 eV
SMILES string = COCCn1nnnc1[C@@H](C(C)C)N(Cc1cccnc1)Cc1ccccc1Cl
Relative energy (zero: lowest compared OMol25 entry of this formula, charge and spin) = 2.2 kcal/mol
E_HOMO = -9.0 eV

Element x y z (Å)
1 Cl 3.88 -0.83 -1.58
2 O -5.04 -0.48 0.26
3 N -1.23 3.22 1.42
4 N -0.36 2.72 0.55
5 N -2.17 2.41 1.65
6 N -1.17 -3.33 1.85
7 N 1.23 0.20 -0.18
8 N -1.94 1.31 0.92
9 C -0.79 1.52 0.23
10 C 0.54 0.03 -3.04
11 C 5.17 1.31 2.14
12 C 3.50 0.96 0.42
13 C 1.15 -0.46 1.12
14 C 0.45 -1.78 1.00
15 C -2.88 0.22 0.93
16 C -0.88 -4.15 0.86
17 C 2.18 1.32 -0.19
18 C -6.32 -0.19 -0.27
19 C 0.75 -2.66 -0.03
20 C 3.94 1.61 1.57
21 C 0.08 -3.87 -0.11
22 C 5.98 0.35 1.57
23 C -0.10 1.06 -2.12
24 C -1.54 1.34 -2.57
25 C 4.35 0.00 -0.14
26 C -4.19 0.64 0.26
27 C 5.57 -0.30 0.42
28 C -0.10 0.55 -0.67
29 C -0.52 -2.18 1.92
30 H 2.17 -0.65 1.45
31 H -1.99 2.14 -1.98
32 H -4.00 0.98 -0.78
33 H -2.46 -0.64 0.41
34 H -0.06 -0.88 -3.06
35 H 6.94 0.12 2.01
36 H -0.79 -1.54 2.75
37 H -6.25 0.14 -1.31
38 H -3.09 -0.06 1.96
39 H -4.64 1.48 0.81
40 H -6.82 0.58 0.32
41 H 1.49 -2.38 -0.76
42 H 6.20 -1.05 -0.04
43 H 1.77 2.19 0.33
44 H -1.44 -5.08 0.84
45 H -6.88 -1.12 -0.21
46 H 0.28 -4.57 -0.90
47 H 2.34 1.58 -1.24
48 H 0.45 2.00 -2.17
49 H 0.60 0.41 -4.06
50 H 5.48 1.83 3.03
51 H 3.30 2.35 2.02
52 H -2.15 0.45 -2.49
53 H 1.54 -0.22 -2.70
54 H -0.67 -0.39 -0.66
55 H 0.66 0.16 1.89
56 H -1.54 1.66 -3.61

Atomic partial charges in e from the natural (NBO) method, atoms 1 to 5: Cl 0.0060; O -0.5346; N -0.0568; N -0.3372; N -0.0732

4.
A cluster of 2 separate species, C3H3P in total at a distorted geometry. Source: the OMol25 dataset; level of theory: ωB97M-V/def2-TZVPD.

Calculated values
Lowest unoccupied orbital energy (spin up / spin down) = -1.27 / -2.74 eV
Relative energy (zero: lowest compared OMol25 entry of this formula, charge and spin) = 138.1 kcal/mol
E_HOMO (spin up / spin down) = -10.5 / -8.8 eV

Element x y z (Å)
1 P 0.36 -2.00 -1.77
2 C -0.54 1.70 1.49
3 C -0.72 0.61 1.07
4 C 0.24 -0.46 -1.33
5 H -0.06 0.52 -0.91
6 H 1.02 -2.80 -0.75
7 H -0.29 2.43 2.21

Atomic partial charges in e from the natural (NBO) method, atoms 1 to 5: P 0.4648; C -0.4472; C 0.0351; C -0.5311; H 0.2412

5.
A structure of composition C3H3FO4Ru at a distorted geometry. Source: the OMol25 dataset; level of theory: ωB97M-V/def2-TZVPD.

Calculated values
Lowest unoccupied orbital energy (spin up / spin down) = -17.32 / -21.60 eV
Multiplicity = 7
E_HOMO (spin up / spin down) = -27.4 / -26.8 eV
Net charge = +4

Element x y z (Å)
1 Ru 2.99 -0.66 -5.26
2 F -1.10 0.13 5.25
3 O -0.20 1.09 4.79
4 O 1.96 -0.69 -2.64
5 O 3.10 -0.90 -3.33
6 O 0.60 -0.48 1.71
7 C -0.05 -0.42 2.88
8 C 1.23 -0.34 -1.82
9 C 0.27 0.80 3.67
10 H -1.15 -0.48 2.74
11 H 0.16 -1.33 3.50
12 H 0.91 1.61 3.29

Atomic partial charges in e from the natural (NBO) method, atoms 1 to 5: Ru 1.7521; F 0.0652; O 0.1489; O -0.2417; O -0.3492

6.
A structure of composition C32H39BeBr3ClF2IKN3NaO9 at a distorted geometry. Source: the OMol25 dataset; level of theory: ωB97M-V/def2-TZVPD.

Calculated values
Lowest unoccupied orbital energy = -7.74 eV
E_HOMO = -9.1 eV
Net charge = +1

Element x y z (Å)
1 I 3.03 -4.67 5.88
2 Br -5.66 1.27 2.02
3 Br -5.29 -1.02 -0.20
4 Br -7.41 -1.42 2.16
5 K 3.34 2.20 -6.48
6 Cl -0.16 -1.80 0.13
7 Na 7.41 -2.72 1.73
8 F 8.44 0.52 0.89
9 F 6.28 6.58 -7.54
10 O -9.41 1.56 1.25
11 O -7.76 -7.13 -4.50
12 O 0.31 -2.89 6.77
13 O -10.88 0.38 2.29
14 O -6.34 -8.70 -4.83
15 O -5.83 -7.05 -3.56
16 O -1.98 -0.94 2.61
17 O -5.78 -4.23 -4.75
18 O -9.15 1.09 3.34
19 N -6.64 -7.63 -4.30
20 N 2.42 1.19 -4.54
21 N -9.81 1.01 2.29
22 C 3.11 8.07 -8.44
23 C 0.37 -0.16 -3.43
24 C -5.46 -3.75 -3.44
25 C 0.89 -2.75 4.31
26 C 0.02 -0.61 5.74
27 C 2.83 2.20 2.87
28 C -5.72 -0.63 1.65
29 C -0.59 -0.10 4.55
30 C 6.12 0.28 3.15
31 C 0.66 -2.59 1.56
32 C 0.38 -2.19 5.74
33 C -0.92 -1.05 3.28
34 C 4.13 9.36 -6.67
35 C 6.42 -0.68 4.43
36 C 2.47 -4.26 2.70
37 C 2.01 -3.81 4.14
38 C 0.53 2.19 4.26
39 C -7.20 -4.39 -4.85
40 C 1.51 0.59 -4.05
41 C -0.93 1.48 4.46
42 C 3.77 1.39 3.89
43 C 4.20 7.21 -8.44
44 C 5.36 1.63 3.62
45 C 5.21 8.49 -6.66
46 C 6.46 -2.22 3.89
47 C 5.24 7.42 -7.54
48 C 1.80 -3.64 1.42
49 C 1.28 1.72 2.92
50 C 3.08 9.15 -7.55
51 C 0.23 -2.17 2.99
52 C -7.75 -4.28 -3.45
53 C -6.77 -3.33 -2.80
54 Be -7.25 0.36 -1.37
55 H 0.27 0.06 6.63
56 H -4.95 -1.10 2.26
57 H 6.48 -2.96 4.77
58 H 1.16 1.91 5.18
59 H 0.34 0.02 -2.35
60 H 3.59 1.78 4.96
61 H -7.01 -2.30 -3.07
62 H 3.60 0.26 3.91
63 H -1.52 1.73 3.51
64 H 2.29 7.91 -9.13
65 H 6.03 8.63 -5.97
66 H 3.31 -5.02 2.53
67 H -4.75 -2.92 -3.51
68 H -6.75 -3.40 -1.71
69 H -4.99 -4.57 -2.88
70 H 4.10 10.20 -5.98
71 H 4.24 6.37 -9.12
72 H 2.23 9.83 -7.56
73 H 5.51 -2.34 3.22
74 H 0.45 3.35 4.25
75 H 2.13 -3.91 0.36
76 H 5.87 1.96 4.59
77 H -7.58 -3.60 -5.50
78 H 5.61 -0.52 5.22
79 H -8.79 -3.93 -3.42
80 H -0.58 0.16 -3.87
81 H 2.90 3.33 3.06
82 H 0.70 2.17 2.02
83 H -7.42 -5.36 -5.31
84 H 0.49 -1.23 -3.60
85 H 1.30 0.59 2.75
86 H 3.22 1.95 1.81
87 H 7.15 0.49 2.67
88 H 5.49 -0.29 2.38
89 H -7.71 -5.25 -2.95
90 H 7.47 -0.45 4.85
91 H 5.56 2.43 2.83
92 H -1.46 1.86 5.41
93 H 7.37 -2.36 3.19

Atomic partial charges in e from the Mulliken method, atoms 1 to 5: I 0.1162; Br 0.0785; Br 0.1436; Br 0.0657; K 0.9540

Looking at total energy for the records above, in order, we have -137157.892; -7359.502; -45724.556; -12439.001; -16577.325; -314009.398 eV.